1.
C41H50BrF4N5O4PRbS2Si as an isolated structure at a distorted geometry, computed with ωB97M-V/def2-TZVPD.

**Net charge**: -2
**Max |F|**: 0.036 hartree/bohr
**HOMO**: -0.06724 hartree
**Frontier orbital gap**: 5.511 eV

Geometry (Å):
Rb1 0.72 -1.62 1.83
N1 2.41 -4.22 4.56
C1 2.47 -3.65 3.28
S1 3.48 -2.22 3.15
N2 1.79 -4.26 2.38
N3 1.94 -3.98 1.05
C2 0.94 -4.24 0.28
C3 -0.43 -4.66 0.57
C4 -1.03 -5.51 -0.37
C5 -2.30 -6.05 -0.23
C6 -3.03 -5.71 0.92
C7 -2.50 -4.85 1.85
C8 -1.21 -4.23 1.72
O1 -0.82 -3.35 2.55
H1 2.63 -3.57 5.29
H2 1.56 -4.74 4.71
H3 1.22 -4.21 -0.77
H4 -0.44 -5.78 -1.25
H5 -2.70 -6.71 -0.98
H6 -4.02 -6.12 1.07
H7 -3.07 -4.56 2.73
F1 1.08 0.87 9.88
C9 0.91 1.06 8.56
C10 0.34 2.23 8.12
F2 -0.02 3.17 9.01
C11 0.14 2.44 6.77
F3 -0.39 3.63 6.44
C12 0.52 1.49 5.83
P1 0.22 1.45 3.99
C13 1.75 2.25 3.36
C14 2.57 3.08 4.12
C15 3.70 3.66 3.55
C16 4.02 3.42 2.22
C17 3.21 2.60 1.45
C18 2.08 2.01 2.02
C19 -1.00 2.82 3.78
C20 -2.31 2.54 4.18
C21 -3.33 3.48 4.01
C22 -3.05 4.70 3.41
C23 -1.76 4.97 2.98
C24 -0.74 4.04 3.16
C25 1.14 0.32 6.30
Br1 2.06 -0.83 4.96
C26 1.32 0.12 7.64
F4 1.90 -1.00 8.11
H8 2.34 3.28 5.16
H9 4.33 4.31 4.15
H10 4.90 3.88 1.78
H11 3.44 2.39 0.41
H12 1.46 1.38 1.40
H13 -2.53 1.58 4.64
H14 -4.33 3.25 4.35
H15 -3.84 5.43 3.28
H16 -1.54 5.92 2.51
H17 0.26 4.26 2.82
C27 -1.77 3.57 -0.40
N4 -2.30 2.42 0.31
C28 -3.74 2.20 0.30
C29 -1.50 1.52 0.86
N5 -0.83 0.76 1.42
H18 -2.15 4.49 0.05
H19 -2.06 3.53 -1.44
H20 -0.68 3.56 -0.34
H21 -4.25 2.98 0.87
H22 -3.97 1.23 0.74
H23 -4.11 2.21 -0.73
C30 -0.39 1.74 -6.70
C31 0.06 1.87 -5.25
C32 1.27 2.79 -5.16
C33 -1.10 2.43 -4.42
O2 0.43 0.56 -4.84
Si1 0.51 -0.18 -3.32
S2 1.37 0.91 -1.82
O3 1.22 -1.61 -3.75
C34 2.52 -1.97 -4.23
C35 2.61 -1.65 -5.72
C36 2.65 -3.47 -4.00
C37 3.63 -1.24 -3.47
O4 -1.04 -0.62 -2.91
C38 -1.91 -1.65 -3.36
C39 -1.54 -2.97 -2.68
C40 -1.88 -1.81 -4.88
C41 -3.31 -1.23 -2.92
H24 -0.57 2.72 -7.14
H25 -1.32 1.16 -6.76
H26 0.38 1.22 -7.28
H27 1.01 3.81 -5.49
H28 2.07 2.41 -5.80
H29 1.62 2.81 -4.13
H30 -1.44 3.38 -4.86
H31 -0.76 2.59 -3.40
H32 -1.92 1.72 -4.41
H33 1.92 -2.29 -6.28
H34 3.62 -1.82 -6.09
H35 2.33 -0.61 -5.89
H36 1.82 -3.99 -4.49
H37 2.61 -3.69 -2.93
H38 3.60 -3.84 -4.40
H39 3.61 -0.17 -3.70
H40 4.60 -1.65 -3.74
H41 3.47 -1.34 -2.39
H42 -0.51 -3.23 -2.93
H43 -2.21 -3.77 -2.99
H44 -1.61 -2.86 -1.59
H45 -0.90 -2.18 -5.20
H46 -2.04 -0.84 -5.36
H47 -2.65 -2.51 -5.20
H48 -3.33 -1.09 -1.84
H49 -4.05 -1.99 -3.20
H50 -3.58 -0.28 -3.40

2.
A 6-piece molecular cluster, C41H51N5O11P overall at a distorted geometry, computed with ωB97M-V/def2-TZVPD.

**Net charge**: +1
**Max |F|**: 0.029 hartree/bohr
**HOMO**: -0.40808 hartree
**Frontier orbital gap**: 7.765 eV

Geometry (Å):
C1 -0.21 1.54 -1.32
O1 -1.05 0.40 -1.38
C2 -1.20 -0.15 -0.08
C3 -2.51 -0.98 -0.02
C4 -3.08 -1.08 1.44
C5 -2.03 -1.66 2.44
C6 -2.37 -1.14 3.88
C7 -1.81 0.28 4.24
C8 -0.39 0.61 3.68
C9 0.68 -0.34 4.35
C10 1.99 0.44 4.73
C11 2.02 0.85 6.26
P1 1.58 2.63 6.56
H1 0.52 1.45 -0.48
H2 0.37 1.72 -2.24
H3 -0.85 2.42 -1.11
H4 -0.35 -0.85 0.12
H5 -1.16 0.67 0.67
H6 -2.41 -1.98 -0.48
H7 -3.27 -0.43 -0.62
H8 -3.55 -0.14 1.78
H9 -3.90 -1.83 1.37
H10 -0.98 -1.51 2.14
H11 -2.19 -2.75 2.46
H12 -2.11 -1.92 4.62
H13 -3.48 -1.05 3.92
H14 -2.49 1.11 3.96
H15 -1.72 0.33 5.35
H16 -0.31 0.53 2.58
H17 -0.18 1.68 3.93
H18 0.98 -1.11 3.62
H19 0.22 -0.77 5.25
H20 2.89 -0.18 4.56
H21 2.05 1.35 4.10
H22 3.05 0.69 6.63
H23 1.31 0.21 6.80
H24 2.43 3.23 7.54
H25 0.24 2.72 7.03
H26 1.72 3.42 5.39
C12 5.20 -4.76 1.80
C13 4.16 -4.47 0.92
C14 2.93 -4.07 1.41
C15 2.74 -3.97 2.78
C16 3.77 -4.27 3.67
C17 5.00 -4.66 3.17
N1 1.45 -3.53 3.30
O2 0.57 -3.29 2.49
O3 1.32 -3.40 4.50
H27 6.16 -5.06 1.41
H28 4.32 -4.54 -0.15
H29 2.13 -3.85 0.72
H30 3.62 -4.19 4.74
H31 5.81 -4.90 3.85
C18 4.57 3.17 -0.72
C19 5.81 2.67 -1.10
C20 5.96 1.32 -1.40
C21 4.86 0.48 -1.31
C22 3.62 0.97 -0.93
C23 3.48 2.32 -0.63
N2 5.00 -0.94 -1.64
O4 6.10 -1.34 -1.95
O5 4.01 -1.63 -1.58
H32 4.46 4.22 -0.50
H33 6.66 3.33 -1.18
H34 6.93 0.94 -1.69
H35 2.76 0.32 -0.85
H36 2.51 2.71 -0.33
C24 -0.32 4.01 -7.18
C25 1.00 4.32 -7.49
C26 1.94 4.45 -6.48
C27 1.55 4.26 -5.16
C28 0.23 3.96 -4.84
C29 -0.71 3.84 -5.85
N3 2.54 4.37 -4.10
O6 3.68 4.65 -4.41
O7 2.18 4.18 -2.95
H37 -1.05 3.91 -7.96
H38 1.29 4.45 -8.52
H39 2.96 4.68 -6.73
H40 -0.07 3.83 -3.81
H41 -1.73 3.60 -5.61
C30 -2.05 -4.31 6.73
C31 -2.53 -3.98 7.99
C32 -3.80 -4.37 8.37
C33 -4.59 -5.09 7.48
C34 -4.12 -5.42 6.22
C35 -2.84 -5.03 5.84
N4 -5.92 -5.52 7.89
O8 -6.31 -5.19 8.99
O9 -6.57 -6.18 7.10
H42 -1.05 -4.02 6.43
H43 -1.91 -3.42 8.67
H44 -4.17 -4.10 9.35
H45 -4.73 -5.98 5.53
H46 -2.46 -5.29 4.86
C36 -4.58 2.33 -12.57
C37 -4.28 3.68 -12.41
C38 -3.80 4.14 -11.20
C39 -3.62 3.25 -10.15
C40 -3.92 1.90 -10.30
C41 -4.40 1.44 -11.52
N5 -3.09 3.73 -8.88
O10 -2.86 4.91 -8.77
O11 -2.92 2.91 -7.99
H47 -4.95 1.97 -13.53
H48 -4.42 4.37 -13.24
H49 -3.57 5.19 -11.08
H50 -3.78 1.20 -9.48
H51 -4.64 0.39 -11.65